# 1
{
  "formula": "C36H22F13IO4P",
  "method": "the ωB97M-V functional and the def2-TZVPD basis",
  "elements": ["F", "C", "F", "F", "C", "F", "F", "C", "F", "F", "C", "F", "F", "C", "F", "F", "C", "F", "F", "C", "C", "P", "I", "H", "H", "H", "H", "H", "H", "C", "C", "C", "C", "C", "C", "C", "O", "C", "C", "C", "C", "C", "C", "C", "O", "H", "H", "H", "H", "H", "H", "H", "H", "C", "C", "C", "C", "C", "C", "C", "O", "C", "C", "C", "C", "C", "C", "C", "O", "H", "H", "H", "H", "H", "H", "H", "H"],
  "xyz": [[-2.681, 4.558, 1.875], [-2.860, 5.747, 0.960], [-1.914, 6.787, 1.516], [-2.358, 5.430, -0.394], [-4.351, 6.412, 1.027], [-4.362, 7.692, 0.221], [-4.502, 6.899, 2.453], [-5.612, 5.433, 0.759], [-6.032, 4.834, 2.079], [-6.771, 6.311, 0.347], [-5.475, 4.279, -0.371], [-6.771, 3.496, -0.299], [-4.429, 3.228, -0.077], [-5.385, 4.780, -1.926], [-6.806, 5.079, -2.348], [-4.621, 6.018, -2.165], [-4.851, 3.634, -2.989], [-5.433, 2.277, -2.671], [-5.447, 4.001, -4.319], [-3.226, 3.435, -3.018], [-2.404, 4.508, -3.946], [-2.558, 4.240, -5.830], [-3.640, 6.316, -6.727], [-2.708, 3.434, -1.959], [-3.020, 2.348, -3.467], [-2.633, 5.635, -3.729], [-1.250, 4.356, -3.681], [-1.213, 4.224, -6.392], [-3.337, 3.091, -6.215], [1.627, -2.091, 0.205], [1.460, -0.764, -0.189], [0.431, -0.421, -1.068], [-0.427, -1.410, -1.564], [-0.244, -2.741, -1.189], [0.778, -3.081, -0.293], [-1.112, -3.799, -1.744], [-0.955, -4.968, -1.413], [-2.165, -3.431, -2.711], [-2.957, -4.431, -3.290], [-3.964, -4.090, -4.196], [-4.189, -2.752, -4.518], [-3.398, -1.754, -3.947], [-2.377, -2.095, -3.049], [-1.523, -1.035, -2.479], [-1.717, 0.141, -2.765], [2.423, -2.358, 0.897], [2.129, 0.005, 0.189], [0.303, 0.618, -1.367], [0.917, -4.115, 0.015], [-2.790, -5.478, -3.042], [-4.574, -4.869, -4.648], [-4.978, -2.485, -5.217], [-3.576, -0.712, -4.207], [4.170, -6.324, 5.462], [3.279, -5.765, 4.547], [3.637, -4.621, 3.832], [4.888, -4.027, 4.041], [5.770, -4.572, 4.973], [5.415, -5.730, 5.677], [7.071, -3.925, 5.238], [7.848, -4.405, 6.055], [7.419, -2.688, 4.512], [8.625, -2.033, 4.795], [8.968, -0.869, 4.103], [8.115, -0.363, 3.122], [6.911, -1.011, 2.842], [6.558, -2.170, 3.545], [5.266, -2.828, 3.267], [4.514, -2.381, 2.408], [3.895, -7.221, 6.012], [2.304, -6.220, 4.388], [2.938, -4.193, 3.115], [6.104, -6.169, 6.397], [9.298, -2.423, 5.557], [9.902, -0.359, 4.328], [8.385, 0.539, 2.578], [6.248, -0.607, 2.078]],
  "forces_ev_per_angstrom": [[-1.0, 4.2, -3.7], [4.2, 0.3, 1.7], [-3.4, -3.7, -2.2], [-2.0, 0.8, 4.4], [0.0, 3.5, 2.4], [0.0, -4.8, 2.3], [0.6, -1.8, -4.8], [-3.3, 0.9, 1.9], [1.8, 1.8, -4.8], [3.9, -2.9, 1.1], [-1.9, -3.6, 0.5], [4.3, 2.7, -0.2], [-3.0, 3.9, -0.9], [-2.5, 1.1, -2.1], [4.6, -0.7, 1.5], [-2.0, -3.7, 1.1], [-0.8, -1.7, -0.5], [1.6, 4.5, -0.8], [2.2, -1.0, 3.6], [0.3, -0.8, -1.0], [0.9, 0.0, 1.2], [-0.2, 1.8, 0.6], [0.7, -1.6, 0.5], [-1.6, 0.1, -2.0], [-0.6, 2.2, 1.1], [0.2, -2.2, -0.5], [-2.5, 0.2, -0.7], [-1.2, -0.3, 0.3], [0.7, 0.6, 0.3], [-0.2, -0.2, -0.1], [-0.3, 0.0, -0.2], [0.3, -0.1, 0.2], [0.4, 0.2, 0.2], [0.5, 0.1, 0.4], [0.1, 0.3, 0.0], [0.3, -1.5, 0.5], [-0.1, 0.8, -0.3], [-0.5, -0.2, -0.5], [-0.2, 0.1, -0.2], [0.3, 0.0, 0.3], [0.2, 0.2, 0.2], [-0.2, -0.3, -0.1], [-0.5, -0.1, -0.4], [-0.1, 0.8, -0.1], [0.0, 0.0, -0.1], [-0.1, 0.1, -0.1], [-0.1, -0.2, -0.1], [-0.1, -0.3, 0.0], [-0.2, 0.2, -0.2], [0.1, 0.3, 0.1], [0.1, 0.1, 0.1], [0.1, 0.0, 0.1], [0.2, -0.2, 0.2], [0.3, 0.2, 0.0], [0.2, 0.3, -0.2], [-0.1, -0.3, 0.2], [-0.4, -0.4, 0.1], [-0.4, -0.5, 0.1], [-0.3, -0.1, -0.1], [1.0, -0.6, 1.0], [-0.5, 0.3, -0.5], [0.4, 0.5, -0.1], [0.1, 0.3, -0.2], [-0.2, -0.3, 0.1], [-0.3, -0.2, 0.0], [0.3, 0.1, 0.1], [0.4, 0.5, -0.2], [-0.8, 0.4, -0.9], [0.3, -0.2, 0.3], [0.1, 0.2, -0.1], [0.2, 0.1, 0.0], [0.3, 0.0, 0.1], [-0.1, 0.3, -0.2], [-0.3, -0.1, -0.2], [-0.2, -0.1, 0.0], [-0.1, -0.2, 0.1], [0.1, -0.2, 0.2]],
  "lowdin_charge": [0.05, -0.13, 0.04, 0.03, -0.08, 0.04, 0.04, -0.08, 0.05, 0.05, -0.07, 0.04, 0.03, -0.10, 0.03, 0.03, -0.17, 0.01, -0.03, -0.11, -0.39, 0.61, 0.56, 0.14, 0.14, 0.09, 0.13, 0.01, 0.01, -0.03, -0.05, 0.00, -0.09, -0.08, 0.02, -0.27, 0.11, -0.08, 0.02, -0.05, -0.06, 0.00, -0.09, -0.28, 0.05, 0.09, 0.11, 0.11, 0.12, 0.13, 0.11, 0.11, 0.11, -0.05, -0.06, 0.00, -0.09, -0.08, 0.01, -0.28, 0.10, -0.08, 0.01, -0.05, -0.06, 0.00, -0.09, -0.27, 0.08, 0.11, 0.11, 0.11, 0.12, 0.12, 0.11, 0.11, 0.12],
  "spin_multiplicity": 1,
  "largest_force_ev_per_a": 5.7,
  "total_charge": 1,
  "lumo_ev": -5.49,
  "e_homo_ev": -10.94,
  "homo_lumo_gap_ev": 5.452
}

# 2
{
  "formula": "C36H24ClF11IN7OW",
  "method": "the ωB97M-V functional and the def2-TZVPD basis",
  "elements": ["W", "C", "N", "C", "C", "N", "C", "C", "F", "C", "F", "C", "F", "C", "F", "C", "F", "C", "C", "N", "C", "C", "F", "C", "F", "C", "F", "C", "F", "C", "F", "H", "H", "H", "H", "H", "H", "H", "H", "H", "H", "H", "Cl", "C", "C", "C", "I", "C", "O", "C", "N", "C", "C", "C", "C", "H", "H", "H", "H", "F", "C", "C", "C", "C", "C", "C", "H", "H", "H", "H", "N", "C", "C", "N", "C", "C", "N", "H", "H", "H", "H", "H"],
  "xyz": [[-0.036, 0.322, -0.076], [1.364, -2.612, 1.299], [0.238, -2.024, 0.527], [0.275, -2.680, -0.812], [1.076, -1.789, -1.741], [0.328, -0.513, -1.846], [-0.361, -0.359, -3.093], [-0.547, 0.862, -3.743], [-0.037, 1.995, -3.238], [-1.248, 1.005, -4.929], [-1.366, 2.215, -5.459], [-1.813, -0.091, -5.546], [-2.487, 0.032, -6.669], [-1.661, -1.328, -4.939], [-2.219, -2.404, -5.473], [-0.966, -1.447, -3.754], [-0.952, -2.678, -3.219], [-1.007, -2.382, 1.280], [-2.108, -1.341, 1.070], [-1.878, -0.546, -0.156], [-2.822, -0.774, -1.192], [-3.321, -2.063, -1.457], [-2.896, -3.117, -0.737], [-4.227, -2.350, -2.461], [-4.632, -3.599, -2.632], [-4.681, -1.346, -3.296], [-5.529, -1.605, -4.272], [-4.205, -0.066, -3.090], [-4.591, 0.930, -3.881], [-3.316, 0.202, -2.064], [-2.897, 1.485, -1.973], [1.442, -2.163, 2.282], [1.175, -3.679, 1.429], [2.301, -2.498, 0.760], [0.694, -3.683, -0.728], [-0.735, -2.769, -1.186], [2.067, -1.596, -1.337], [1.222, -2.242, -2.714], [-1.320, -3.379, 0.972], [-0.754, -2.425, 2.338], [-3.096, -1.789, 1.053], [-2.103, -0.671, 1.929], [4.229, 0.122, 5.569], [2.900, 0.227, 4.489], [1.637, 0.399, 4.976], [0.519, 0.498, 4.112], [-1.388, 0.778, 4.855], [0.732, 0.400, 2.768], [-0.199, 0.518, 1.797], [2.022, 0.216, 2.246], [2.074, 0.114, 0.893], [3.276, -0.029, 0.348], [4.444, -0.126, 1.100], [4.389, -0.052, 2.471], [3.141, 0.128, 3.086], [1.486, 0.468, 6.045], [3.334, -0.044, -0.732], [5.386, -0.246, 0.585], [5.286, -0.121, 3.071], [4.234, 4.785, -0.951], [3.268, 3.879, -0.840], [2.417, 3.934, 0.253], [1.415, 2.990, 0.353], [1.239, 1.978, -0.611], [2.140, 1.957, -1.678], [3.139, 2.906, -1.815], [2.549, 4.711, 0.995], [0.757, 3.044, 1.213], [2.073, 1.187, -2.436], [3.813, 2.902, -2.662], [-2.103, 5.409, -1.368], [-2.202, 4.315, -0.591], [-1.278, 3.253, -0.727], [-1.364, 2.151, 0.006], [-2.358, 2.108, 0.924], [-3.226, 3.165, 1.063], [-3.170, 4.260, 0.316], [-1.446, 5.471, -2.124], [-2.800, 6.129, -1.273], [-0.494, 3.328, -1.455], [-2.440, 1.243, 1.554], [-4.005, 3.122, 1.814]],
  "forces_ev_per_angstrom": [[-0.4, 0.1, -0.1], [0.1, 0.1, 0.0], [-0.1, 0.0, 0.0], [0.0, 0.1, 0.0], [-0.1, -0.1, 0.2], [0.6, -0.1, 0.0], [-0.3, 0.0, 0.0], [0.2, 0.2, 0.2], [-0.1, -0.2, 0.0], [0.0, 0.2, 0.0], [0.0, -0.1, 0.0], [0.0, 0.0, -0.1], [0.0, 0.0, 0.1], [0.0, 0.0, -0.1], [0.0, 0.1, 0.0], [0.1, -0.1, 0.1], [0.0, 0.1, -0.2], [0.0, 0.0, 0.0], [0.0, 0.1, 0.1], [-0.1, 0.1, -0.1], [-0.1, 0.0, -0.1], [0.1, 0.0, 0.2], [0.0, 0.1, -0.1], [-0.1, -0.1, -0.1], [0.0, 0.1, 0.0], [-0.1, -0.1, -0.1], [0.1, 0.0, 0.1], [0.0, 0.2, 0.0], [0.0, -0.1, 0.0], [0.2, 0.4, 0.1], [-0.1, -0.5, 0.0], [0.0, 0.0, 0.0], [0.0, 0.0, 0.0], [0.0, 0.0, 0.0], [0.0, 0.0, 0.0], [0.0, 0.0, 0.1], [0.1, 0.0, 0.1], [0.0, 0.0, -0.1], [0.0, 0.0, 0.0], [0.0, 0.0, 0.0], [0.0, -0.1, -0.1], [0.0, 0.0, 0.0], [0.0, 0.0, 0.0], [0.1, 0.0, 0.0], [-0.1, 0.0, 0.2], [0.0, -0.1, -0.2], [0.0, 0.0, 0.0], [0.2, 0.2, 0.0], [0.1, -0.3, 0.1], [-0.1, 0.0, 0.1], [0.3, -0.1, -0.2], [-0.3, 0.0, -0.2], [0.2, 0.0, 0.1], [0.0, 0.0, 0.0], [-0.1, 0.0, 0.0], [0.0, 0.0, 0.0], [0.0, 0.0, 0.0], [0.0, 0.0, 0.0], [0.0, 0.0, 0.0], [0.0, 0.0, 0.0], [0.0, 0.0, 0.0], [0.0, 0.0, 0.0], [-0.1, -0.1, 0.0], [0.1, 0.1, 0.1], [-0.1, -0.2, -0.1], [0.1, 0.1, 0.0], [0.0, 0.0, 0.0], [0.0, 0.0, 0.0], [0.0, 0.0, 0.0], [0.0, 0.0, 0.0], [0.0, 0.0, 0.0], [0.0, 0.0, 0.0], [0.1, -0.1, -0.2], [-0.2, 0.3, 0.2], [0.0, -0.1, 0.0], [0.0, 0.1, 0.0], [0.0, 0.0, 0.0], [0.0, 0.0, 0.0], [0.0, 0.0, 0.0], [0.1, -0.1, -0.1], [0.0, 0.0, 0.0], [0.0, 0.0, 0.0]],
  "lowdin_charge": [1.98, -0.04, -0.23, -0.15, -0.15, -0.14, -0.12, -0.14, 0.09, -0.13, 0.16, -0.13, 0.19, -0.14, 0.17, -0.14, 0.10, -0.12, -0.17, -0.14, -0.13, -0.14, 0.10, -0.13, 0.17, -0.13, 0.18, -0.14, 0.16, -0.13, 0.10, 0.09, 0.12, 0.10, 0.15, 0.10, 0.09, 0.14, 0.13, 0.13, 0.14, 0.07, 0.80, -0.58, -0.12, -0.62, 1.07, -0.36, -0.28, -0.18, 0.01, -0.09, 0.01, 0.04, -0.15, 0.11, 0.12, 0.13, 0.12, 0.11, -0.26, 0.03, -0.11, -0.31, -0.14, 0.03, 0.14, 0.11, 0.10, 0.14, 0.18, -0.33, -0.05, -0.07, -0.12, -0.07, 0.17, 0.12, 0.13, 0.11, 0.07, 0.13],
  "spin_multiplicity": 1,
  "largest_force_ev_per_a": 0.6,
  "total_charge": 2,
  "lumo_ev": -8.04,
  "e_homo_ev": -13.63,
  "homo_lumo_gap_ev": 5.589
}